1.
12
Properties=species:S:1:pos:R:3:nbo_charge:R:1 method="wB97M-V/def2-TZVPD" lumo_energy_ev=0.99 total_charge=0 smiles=SNc1cc[nH]n1 gap_ev=9.5 e_homo_ev=-8.52
S 0.20 2.58 -1.53 0.161
N 0.08 0.84 -1.66 -0.728
C 0.09 0.11 -0.45 0.272
C -0.10 -1.31 -0.29 -0.381
C 0.10 -1.49 1.10 -0.034
N 0.27 -0.27 1.65 -0.334
N 0.43 0.68 0.72 -0.316
H -0.71 2.83 -0.57 0.096
H -0.70 0.68 -2.28 0.392
H -0.27 -2.15 -1.04 0.242
H 0.08 -2.41 1.72 0.221
H 0.52 -0.09 2.61 0.409

2.
195
Properties=species:S:1:pos:R:3:mulliken_charge:R:1 method="wB97M-V/def2-TZVPD" lumo_energy_ev=-9.48 total_charge=+5 gap_ev=6.4 e_homo_ev=-15.84
O 23.95 -10.63 9.42 0.771
C 23.89 -11.88 8.90 -0.208
O 24.81 -12.69 9.19 -0.901
O 22.95 -12.38 8.22 -0.620
H 24.83 -10.56 9.78 -0.331
C 28.64 -17.98 14.25 -1.437
C 28.16 -16.78 13.36 -0.179
C 26.88 -16.13 13.81 -0.752
N 26.36 -14.94 12.92 0.395
C 25.97 -15.48 11.50 -0.249
C 27.35 -13.72 12.98 -1.001
C 26.61 -12.55 12.48 0.226
C 25.22 -12.81 12.95 0.417
C 25.14 -14.22 13.52 -1.049
H 29.69 -18.27 14.14 0.395
H 28.14 -18.89 13.93 0.363
H 28.57 -17.87 15.33 0.370
H 28.09 -17.18 12.36 0.161
H 28.99 -16.07 13.30 0.329
H 26.93 -15.89 14.87 0.533
H 26.05 -16.82 13.74 0.403
H 25.32 -14.78 10.97 -0.040
H 25.50 -16.40 11.84 0.304
H 26.96 -15.56 11.03 0.010
H 28.16 -14.04 12.32 0.602
H 27.73 -13.70 14.00 0.452
H 26.64 -12.55 11.39 -0.531
H 27.04 -11.62 12.83 0.542
H 24.51 -12.65 12.13 -0.839
H 25.07 -12.02 13.69 0.694
H 24.20 -14.78 13.48 0.506
H 25.28 -14.26 14.60 0.417
C 21.77 -9.76 11.93 -1.898
C 21.52 -11.21 11.52 1.417
C 20.08 -11.66 11.70 -0.772
N 19.91 -13.17 11.47 0.137
C 19.95 -13.44 9.95 -0.938
C 20.82 -14.14 12.24 -0.213
C 20.08 -15.55 12.15 -0.243
C 18.62 -15.19 12.26 -0.891
C 18.56 -13.65 11.99 -0.621
H 22.84 -9.64 11.78 0.424
H 21.60 -9.65 13.01 0.470
H 21.13 -9.04 11.41 0.347
H 22.13 -11.88 12.13 0.150
H 21.80 -11.33 10.47 -0.749
H 19.36 -11.22 11.01 0.388
H 19.66 -11.54 12.70 0.455
H 19.31 -12.73 9.42 0.143
H 19.57 -14.45 9.84 0.876
H 20.99 -13.37 9.63 -0.049
H 21.76 -14.18 11.69 -0.024
H 20.95 -13.75 13.25 0.445
H 20.27 -16.12 11.24 -0.337
H 20.33 -16.31 12.90 0.723
H 18.12 -15.72 11.45 0.403
H 18.19 -15.56 13.19 0.287
H 17.79 -13.35 11.28 0.424
H 18.28 -13.10 12.89 0.575
C 21.58 -8.51 3.44 -1.308
C 21.21 -8.42 4.96 0.587
C 19.68 -8.11 5.10 -0.970
N 19.01 -8.58 6.44 0.505
C 17.54 -8.08 6.45 -1.107
C 19.57 -7.89 7.71 -1.089
C 19.95 -9.04 8.65 0.452
C 20.19 -10.22 7.79 2.552
C 19.20 -10.14 6.67 -1.071
H 22.63 -8.81 3.39 0.402
H 21.41 -7.55 2.96 0.355
H 20.87 -9.24 3.07 0.343
H 21.76 -7.70 5.56 0.060
H 21.34 -9.35 5.51 -0.146
H 19.01 -8.44 4.31 0.437
H 19.54 -7.04 5.23 0.507
H 17.04 -8.55 5.60 0.411
H 17.42 -6.99 6.43 0.400
H 17.03 -8.56 7.29 0.449
H 18.90 -7.10 8.08 0.428
H 20.45 -7.39 7.31 0.077
H 19.12 -9.25 9.32 0.519
H 20.82 -8.87 9.28 -0.504
H 20.17 -11.12 8.41 -1.801
H 21.21 -10.26 7.39 -0.017
H 18.30 -10.59 7.09 0.348
H 19.47 -10.55 5.70 0.185
C 20.31 -16.37 0.85 -1.521
C 20.41 -16.54 2.33 -0.171
C 19.30 -15.76 3.04 -0.847
N 19.53 -15.55 4.54 0.507
C 19.57 -16.87 5.33 -1.233
C 18.38 -14.74 5.18 -1.237
C 18.94 -14.14 6.41 0.094
C 20.30 -13.60 5.90 1.729
C 20.73 -14.57 4.74 -1.146
H 20.34 -15.34 0.49 0.384
H 19.59 -17.09 0.47 0.377
H 21.24 -16.71 0.39 0.418
H 21.41 -16.15 2.50 0.296
H 20.28 -17.57 2.67 0.355
H 18.35 -16.30 3.05 0.505
H 19.10 -14.73 2.76 0.393
H 20.52 -17.34 5.11 0.458
H 18.72 -17.51 5.06 0.340
H 19.56 -16.74 6.41 0.436
H 17.56 -15.46 5.27 0.473
H 18.09 -13.90 4.55 0.404
H 19.08 -14.82 7.25 0.019
H 18.28 -13.36 6.79 0.460
H 21.08 -13.48 6.65 -0.795
H 20.23 -12.66 5.35 -0.192
H 21.55 -15.26 4.96 0.284
H 20.92 -14.01 3.83 0.374
C 27.99 -3.54 11.43 -1.335
C 27.24 -4.01 10.16 -0.313
C 26.00 -4.94 10.47 -0.595
N 24.92 -5.19 9.26 0.199
C 24.17 -3.90 9.00 -0.899
C 25.48 -5.88 8.00 -0.611
C 24.34 -6.70 7.37 -1.095
C 23.31 -6.97 8.51 0.952
C 23.91 -6.29 9.71 -1.129
H 28.50 -4.40 11.86 0.338
H 27.47 -3.02 12.24 0.365
H 28.72 -2.83 11.05 0.382
H 27.88 -4.46 9.40 0.388
H 26.93 -3.10 9.64 0.302
H 25.38 -4.57 11.29 0.446
H 26.21 -5.91 10.92 0.297
H 23.38 -4.14 8.30 0.394
H 24.90 -3.25 8.50 0.369
H 23.89 -3.51 9.98 0.294
H 25.94 -5.07 7.44 0.583
H 26.25 -6.54 8.41 0.257
H 23.95 -6.23 6.46 0.382
H 24.70 -7.66 6.99 0.451
H 22.38 -6.50 8.19 -0.008
H 22.90 -7.97 8.67 -0.233
H 23.16 -5.83 10.35 0.464
H 24.45 -7.01 10.33 0.213
C 27.90 -11.84 4.35 -1.454
C 28.71 -12.17 5.65 -0.577
C 27.93 -12.95 6.68 -0.131
N 28.63 -12.92 8.08 0.331
C 28.33 -11.57 8.79 -1.168
C 30.17 -13.15 8.05 -0.611
C 30.33 -14.59 7.72 -0.729
C 29.16 -15.29 8.45 -0.773
C 28.23 -14.18 8.82 0.360
H 27.01 -11.23 4.48 0.359
H 27.81 -12.71 3.70 0.382
H 28.60 -11.19 3.82 0.415
H 28.89 -11.21 6.13 0.348
H 29.65 -12.55 5.25 0.252
H 28.07 -14.01 6.45 0.437
H 26.90 -12.62 6.84 0.120
H 27.29 -11.29 8.65 0.270
H 29.04 -10.90 8.30 0.406
H 28.66 -11.72 9.82 0.521
H 30.56 -12.87 9.03 0.542
H 30.68 -12.50 7.34 0.402
H 31.32 -14.93 8.00 0.475
H 30.23 -14.74 6.64 0.255
H 29.54 -15.77 9.34 0.370
H 28.71 -16.14 7.93 0.434
H 28.43 -13.92 9.86 -0.232
H 27.18 -14.48 8.76 -0.034
C 24.22 -21.55 6.62 -1.413
C 23.40 -20.38 7.20 -0.570
C 24.11 -19.22 7.95 -0.464
N 23.11 -18.16 8.62 0.510
C 21.80 -18.64 9.39 -0.960
C 23.90 -17.27 9.55 -1.214
C 23.26 -15.88 9.34 2.003
C 22.32 -15.92 8.18 0.928
C 22.70 -17.20 7.45 -0.716
H 23.53 -22.35 6.34 0.376
H 25.07 -21.97 7.15 0.362
H 24.60 -21.38 5.61 0.371
H 22.62 -20.72 7.88 0.352
H 22.73 -19.98 6.44 0.247
H 24.79 -18.60 7.36 0.433
H 24.55 -19.71 8.82 0.508
H 21.28 -17.80 9.85 0.184
H 22.10 -19.45 10.05 0.434
H 21.19 -19.12 8.63 0.462
H 23.99 -17.57 10.59 0.445
H 24.94 -17.32 9.22 0.307
H 22.82 -15.75 10.32 -0.353
H 23.94 -15.03 9.27 -1.112
H 21.28 -15.87 8.49 -0.649
H 22.52 -15.06 7.54 -0.016
H 21.87 -17.76 7.03 0.406
H 23.50 -17.05 6.72 0.188
Br 26.86 -8.85 10.64 -0.726

3.
83
Properties=species:S:1:pos:R:3:mulliken_charge:R:1 method="wB97M-V/def2-TZVPD" lumo_energy_ev="-0.72 / -0.82" total_charge=0 multiplicity=4 s_squared=3.761 gap_ev="6.6 / 6.7" e_homo_ev="-7.31 / -7.55"
V -0.98 -2.93 -1.82 0.940
O 0.86 -1.84 -2.42 -0.891
C 0.69 -0.52 -1.81 0.641
C -0.43 -0.32 -0.73 1.624
O -1.40 -1.24 -0.40 -0.989
H 0.58 0.17 -2.65 0.405
H 1.64 -0.26 -1.35 -0.598
H -1.00 0.55 -1.06 -0.676
H 0.04 0.08 0.16 -0.600
C 1.77 0.26 2.57 -0.615
C 1.17 1.52 2.53 -0.375
C 1.82 2.65 3.06 -0.174
C 3.10 2.53 3.58 -0.145
C 3.73 1.25 3.66 -0.437
C 3.08 0.10 3.18 -0.494
N 3.85 3.76 3.99 0.986
O 3.29 4.85 3.85 -0.591
O 4.96 3.69 4.50 -0.596
H 1.21 -0.63 2.30 0.383
H 0.20 1.57 2.06 0.553
H 1.31 3.60 3.02 0.542
H 4.77 1.17 3.97 0.458
H 3.59 -0.85 3.16 0.494
C 5.62 0.82 0.19 -0.744
C 4.30 0.43 -0.38 -0.126
C 4.53 0.38 -1.86 -0.864
S 6.17 -0.54 -2.14 1.086
O 6.92 0.03 -3.23 -0.639
O 5.95 -2.02 -2.06 -0.638
C 6.74 -0.02 -0.48 -0.756
H 5.71 0.65 1.26 0.096
H 5.71 1.89 0.02 0.383
H 3.50 1.11 -0.11 0.331
H 4.01 -0.55 -0.01 0.249
H 4.73 1.41 -2.15 0.394
H 3.66 -0.03 -2.37 0.475
H 7.65 0.57 -0.58 0.398
H 6.95 -0.94 0.07 0.407
C -5.91 -1.19 -3.49 -0.663
C -5.43 0.19 -3.03 -0.868
C -3.97 0.12 -2.54 -0.322
S -3.24 -0.91 -3.87 0.946
O -2.36 -1.94 -3.34 -0.471
O -2.90 -0.15 -5.02 -0.588
C -4.83 -1.89 -4.34 -0.724
H -6.85 -1.07 -4.03 0.363
H -6.11 -1.66 -2.53 0.315
H -6.04 0.60 -2.23 0.396
H -5.36 0.86 -3.88 0.420
H -3.85 -0.33 -1.56 0.430
H -3.46 1.08 -2.42 0.064
H -4.74 -2.95 -4.08 0.309
H -5.00 -1.93 -5.42 0.374
C -2.09 3.05 0.45 0.104
C -1.97 3.41 -0.99 -0.806
C -3.32 4.11 -1.38 -0.702
S -3.67 5.32 0.04 1.055
O -5.08 5.19 0.39 -0.635
O -3.03 6.62 -0.22 -0.626
C -2.61 4.32 1.18 -0.883
H -1.13 2.74 0.84 -0.269
H -2.77 2.23 0.69 0.424
H -1.65 2.55 -1.57 0.395
H -1.11 4.08 -0.95 0.437
H -4.00 3.26 -1.25 0.210
H -3.45 4.56 -2.36 0.519
H -3.20 4.17 2.09 0.482
H -1.78 4.98 1.41 0.340
C -1.04 -5.79 2.96 -0.655
C -1.11 -4.26 3.39 -0.778
C -1.18 -3.53 2.06 -0.579
S 0.24 -4.32 1.15 1.163
O 1.53 -3.80 1.67 -0.608
O 0.03 -4.31 -0.30 -0.617
C 0.02 -6.00 1.83 -0.658
H -2.05 -6.01 2.60 0.308
H -0.84 -6.48 3.78 0.351
H -0.18 -3.94 3.86 0.333
H -1.93 -3.96 4.05 0.402
H -1.05 -2.45 1.98 0.318
H -2.14 -3.71 1.55 0.391
H 0.95 -6.42 2.21 0.377
H -0.28 -6.75 1.10 0.328

The calculation returns the following E values, one per record and in order: -679.72637 -5429.16939 -4433.18529 Ha.